[1]
Below is a structure of composition C47H34Br3N8O7STi in a non-equilibrium geometry, with properties calculated with wB97M-V/def2-TZVPD.

Geometry (Å):
Ti 0.40 0.53 0.69
O -1.56 5.86 -5.07
N -2.36 4.94 -5.06
O -3.32 4.87 -5.77
C -2.13 3.82 -4.10
C -2.92 2.75 -4.29
C -2.78 1.58 -3.47
C -3.55 0.43 -3.69
C -3.33 -0.67 -2.90
C -2.34 -0.60 -1.91
N -1.62 0.48 -1.68
C -1.83 1.56 -2.45
C -1.01 2.74 -2.22
N -0.12 2.67 -1.21
C 0.72 3.68 -1.03
C 0.71 4.82 -1.83
C -0.21 4.92 -2.84
C -1.11 3.86 -3.07
H -3.66 2.77 -5.08
H -4.29 0.42 -4.48
H -3.88 -1.59 -3.04
H -2.12 -1.46 -1.29
H 1.44 3.58 -0.23
H 1.42 5.61 -1.64
H -0.23 5.80 -3.46
C 1.67 -1.75 2.76
N 1.67 -1.00 1.49
C 2.60 -1.31 0.63
C 2.65 -0.62 -0.59
C 3.47 -0.76 -1.68
C 2.96 0.12 -2.66
C 1.87 0.74 -2.13
N 1.64 0.33 -0.83
C 2.46 -0.98 3.80
C 3.75 -1.37 4.13
C 4.50 -0.64 5.05
C 3.96 0.49 5.65
C 2.66 0.88 5.33
C 1.92 0.15 4.41
H 2.12 -2.72 2.57
H 0.66 -1.92 3.11
H 3.32 -2.09 0.85
H 4.31 -1.43 -1.76
H 3.34 0.26 -3.66
H 1.22 1.44 -2.62
H 4.18 -2.26 3.67
H 5.50 -0.96 5.31
H 4.53 1.05 6.37
H 2.22 1.74 5.82
H 0.89 0.43 4.20
Br -3.81 4.65 3.81
C -2.67 3.62 2.77
C -3.17 2.78 1.79
C -2.28 2.01 1.07
N -0.96 2.06 1.27
C -0.47 2.89 2.19
C -1.29 3.69 2.97
C 1.01 2.87 2.35
C 1.70 3.77 3.12
C 3.08 3.68 3.19
Br 4.04 4.87 4.24
C 3.74 2.70 2.47
C 2.98 1.84 1.70
N 1.64 1.91 1.65
H -4.23 2.71 1.60
H -2.62 1.32 0.31
H -0.88 4.34 3.73
H 1.18 4.55 3.66
H 4.81 2.59 2.49
H 3.44 1.07 1.11
N 0.37 -1.92 -2.00
C 0.37 -3.11 -2.76
C 1.01 -4.23 -2.26
C 0.98 -5.43 -2.97
C 0.32 -5.50 -4.19
C -0.29 -4.36 -4.70
C -0.28 -3.17 -3.99
S 0.15 -7.06 -5.04
O 1.32 -7.81 -4.59
O 0.16 -6.68 -6.44
O -1.12 -7.59 -4.56
H -0.30 -1.22 -2.27
H 0.41 -2.08 -1.01
H 1.52 -4.17 -1.30
H 1.46 -6.32 -2.60
H -0.80 -4.43 -5.66
H -0.76 -2.28 -4.38
Br -1.38 -3.92 0.32
C -2.46 -3.18 1.68
C -3.45 -3.99 2.21
C -4.26 -3.53 3.24
C -4.08 -2.27 3.77
C -3.08 -1.45 3.27
C -2.28 -1.89 2.21
C -1.27 -0.95 1.73
O -0.70 -0.11 2.49
O -0.90 -0.90 0.49
H -3.59 -4.99 1.81
H -5.03 -4.18 3.63
H -4.70 -1.92 4.59
H -2.91 -0.47 3.68

**Frontier orbital gap**: 2.514 eV
**Charge**: +1
**LUMO**: -5.573 eV

---

[2]
Below is a cluster of 2 separate species, C10H15N4O in total in a non-equilibrium geometry, with properties calculated with wB97M-V/def2-TZVPD.

Geometry (Å):
C -2.55 2.12 -0.87
C -1.14 2.07 -0.84
C -3.38 1.13 -0.47
C -1.42 -0.12 0.26
C -0.76 0.96 -0.25
C -2.78 -0.02 0.16
C 3.46 -0.59 -0.09
C 3.24 -0.81 -1.41
C 2.35 0.22 0.46
C -2.99 -2.23 0.99
N 1.63 0.65 -0.74
N 2.87 1.32 1.16
N 1.48 -0.76 1.21
N 2.00 -0.11 -1.81
O -3.58 -0.93 0.63
H -2.99 3.16 -1.11
H -0.60 2.92 -1.35
H -4.40 1.24 -0.54
H -0.86 -0.94 0.80
H 4.14 -1.16 0.54
H 3.70 -1.52 -2.13
H -2.43 -2.65 0.19
H -3.93 -2.83 1.12
H -2.64 -2.08 2.01
H 3.49 0.91 1.94
H 2.00 1.92 1.53
H 0.52 -0.37 1.55
H 1.97 -1.21 1.97
H 2.20 0.57 -2.57
H 1.40 -0.86 -2.32

**Frontier orbital gap (alpha / beta)**: 7.506 / 7.501 eV
**Charge**: +1
**LUMO (alpha / beta)**: -4.658 / -4.661 eV

---

no.,calculated total energy (Eh)
1,-11745.65469
2,-683.81319